# C2H6N2O2S

A cluster of 2 separate species, C2H6N2O2S in total in a non-equilibrium geometry (the ωB97M-V functional and the def2-TZVPD basis, the OMol25 dataset).

The gap between HOMO and LUMO comes out at 9.91 eV. Its total energy is -737.849903 hartree. The HOMO energy comes out at -9.235 eV. The LUMO energy is 0.68 eV. The energy above the lowest of the compared OMol25 structures with the same formula, charge and spin is 96.1 kcal/mol.

Geometry (Å):
S1 0.46 1.59 -1.82
O1 -0.13 -0.77 1.67
O2 -0.31 2.89 -1.71
N1 -0.97 -1.95 -0.26
N2 2.07 2.15 -1.33
C1 -0.86 -1.55 0.89
C2 -1.19 -1.52 2.27
H1 2.69 1.34 -1.44
H2 0.78 1.55 -3.14
H3 -1.99 -0.92 2.64
H4 1.87 2.30 -0.38
H5 -1.53 -2.81 -0.34
H6 -0.88 -2.31 2.94

# C2H6N2O3

An isolated molecule of C2H6N2O3 (the ωB97M-V functional and the def2-TZVPD basis, the OMol25 dataset).

The gap between HOMO and LUMO comes out at 10.87 eV. Its total energy is -414.930662 hartree. The HOMO energy comes out at -10.157 eV. The LUMO energy is 0.71 eV. The energy above the lowest of the compared OMol25 structures with the same formula, charge and spin is 103.5 kcal/mol.

Geometry (Å):
O1 -0.64 -1.04 0.62
O2 0.60 1.63 -0.57
O3 -1.96 0.90 0.29
N1 0.57 -0.84 -0.06
N2 2.30 0.36 0.50
C1 -1.77 -0.42 -0.04
C2 1.21 0.69 -0.12
H1 0.53 -1.28 -0.98
H2 -1.66 -0.58 -1.12
H3 1.65 -0.89 0.55
H4 -2.62 -0.98 0.35
H5 3.03 1.04 0.69
H6 -1.24 1.43 -0.11

# C2H6N2O3

A cluster of 3 separate species, C2H6N2O3 in total in a non-equilibrium geometry (the ωB97M-V functional and the def2-TZVPD basis, the OMol25 dataset).

The gap between HOMO and LUMO comes out at 9.88 eV. Its total energy is -414.930649 hartree. The HOMO energy comes out at -9.172 eV. The LUMO energy is 0.70 eV. The energy above the lowest of the compared OMol25 structures with the same formula, charge and spin is 103.5 kcal/mol.

Geometry (Å):
O1 -3.35 -1.64 -0.54
O2 0.31 2.21 -0.09
O3 5.10 -1.30 0.07
N1 -3.59 0.08 1.07
N2 -0.32 1.22 -0.65
C1 -3.55 -0.71 0.15
C2 -0.47 0.01 -0.25
H1 -4.14 0.93 1.20
H2 5.95 -0.80 0.00
H3 0.05 -0.45 0.58
H4 5.20 -2.07 -0.50
H5 0.05 3.12 -0.39
H6 -1.24 -0.60 -0.64

# C2H6N2O3

An isolated molecule of C2H6N2O3 in a non-equilibrium geometry (the ωB97M-V functional and the def2-TZVPD basis, the OMol25 dataset).

The gap between HOMO and LUMO comes out at 11.35 eV. Its total energy is -414.956157 hartree. The HOMO energy comes out at -10.535 eV. The LUMO energy is 0.81 eV. The energy above the lowest of the compared OMol25 structures with the same formula, charge and spin is 87.5 kcal/mol.

Geometry (Å):
O1 0.63 0.49 -1.94
O2 0.81 -1.32 -0.50
O3 -0.62 -1.23 -2.12
N1 -0.90 0.19 -0.14
N2 0.03 1.25 0.74
C1 0.28 0.90 1.90
C2 -0.01 -0.46 -1.16
H1 -0.10 0.06 2.43
H2 -0.79 -0.66 -2.87
H3 1.16 -1.92 -1.24
H4 0.84 1.23 -1.27
H5 0.64 1.60 2.61
H6 -1.01 -0.55 0.44